This record from the Open Molecules 2025 dataset describes C21H14N3O4PReSSbSe4 as an isolated structure. The level of theory is the ωB97M-V functional and the def2-TZVPD basis.

```
50
Properties=species:S:1:pos:R:3:mulliken_charge:R:1
Re 0.5861 -0.4128 -0.7186 1.00
Se -4.1153 -1.9437 1.6550 -0.54
Sb -2.2308 -2.7326 0.4532 0.59
Se 0.0045 -1.6595 1.0752 -0.20
Se -1.3874 -1.2301 -1.5085 -0.34
Se -2.0996 -5.0662 0.0080 -0.59
O 2.6291 -0.4112 -0.7017 -0.48
S 2.4246 0.3792 -2.0354 1.15
O 2.8747 -0.3335 -3.1792 -0.72
O 0.9909 0.9438 -2.2002 -0.43
C 3.2828 1.8390 -1.6249 0.32
C 4.3165 2.3826 -2.3566 -0.56
C 4.9025 3.5476 -1.8833 -0.58
C 4.4277 4.1305 -0.7206 -0.81
C 3.3684 3.5792 -0.0041 0.36
C 2.7721 2.3973 -0.4221 -0.61
P 1.3079 1.6069 0.5739 0.94
C 0.5089 3.2064 0.8791 0.20
C 0.7840 3.9490 2.0196 -0.17
C 0.1629 5.1799 2.2027 -0.94
C -0.7355 5.6558 1.2618 -0.57
C -1.0172 4.9045 0.1255 -0.67
C -0.3936 3.6834 -0.0679 -0.47
C 2.2257 1.0969 2.0770 0.51
C 3.6225 1.1361 2.1217 -0.55
C 4.3001 0.7307 3.2623 -0.66
C 3.5971 0.2779 4.3698 -0.59
C 2.2175 0.1771 4.3079 -0.93
C 1.5395 0.5640 3.1607 -0.06
H 4.6484 1.8968 -3.2647 0.50
H 5.7237 4.0007 -2.4224 0.40
H 4.8914 5.0381 -0.3550 0.43
H 3.0209 4.0759 0.8921 0.48
H 1.4651 3.5682 2.7716 0.53
H 0.3799 5.7513 3.0957 0.41
H -1.2257 6.6081 1.4173 0.39
H -1.7290 5.2617 -0.6068 0.42
H -0.6237 3.0929 -0.9473 0.44
H 4.1986 1.4761 1.2740 0.35
H 5.3819 0.7689 3.2764 0.43
H 4.1297 -0.0083 5.2679 0.38
H 1.6500 -0.2087 5.1438 0.44
H 0.4721 0.4316 3.1150 0.56
O -1.0168 1.0194 1.3473 -0.06
N -2.1656 1.3970 1.7597 -0.52
C -2.3434 2.0128 2.8997 0.88
C -3.6753 2.4664 3.2097 -0.01
N -4.6766 2.9411 3.5189 -0.56
C -1.3772 2.3683 3.9099 0.10
N -0.6606 2.6623 4.7623 -0.60
```

## Properties
net charge: -1
E_HOMO (spin up / spin down): -4.97 / -4.98 eV
Kohn-Sham gap (spin up / spin down): 0.188 / 0.218 hartree
energy above the lowest of the compared OMol25 structures with the same formula, charge and spin: 99.0 kcal/mol
multiplicity: 2


This record from the Open Molecules 2025 dataset describes C21H15AuCl6O2P as an isolated structure. The level of theory is the ωB97M-V functional and the def2-TZVPD basis.

```
46
Properties=species:S:1:pos:R:3:mulliken_charge:R:1
Au -0.5868 -0.9601 -0.6972 0.61
Cl 0.2988 -0.8226 -4.0367 -0.23
C -0.8070 -2.0346 -3.5869 1.46
C -1.1167 -2.1810 -2.2480 -1.25
C -2.0136 -3.1799 -1.9011 1.10
Cl -2.4034 -3.3327 -0.2371 -0.18
C -2.5943 -4.0287 -2.8452 -0.35
Cl -3.6618 -5.2661 -2.3472 -0.15
C -2.2851 -3.8418 -4.1969 0.71
Cl -3.0095 -4.8370 -5.3835 -0.15
C -1.3816 -2.8431 -4.5774 -0.41
Cl -0.9987 -2.6151 -6.2274 -0.15
Cl -2.8597 3.8443 4.6874 -0.21
C -2.2130 2.6183 3.6914 0.12
C -1.2846 1.7018 4.2250 -0.64
C -0.7697 0.7223 3.4339 -0.41
C -1.1050 0.5976 2.0413 0.63
O -0.4718 -0.2498 1.3625 -0.77
C -2.1229 1.4985 1.5406 0.49
C -2.7045 1.3749 0.2219 -0.20
O -2.4811 0.5394 -0.6351 -0.53
C -2.6273 2.4969 2.3719 -0.83
H -0.9901 1.7764 5.2590 0.45
H -0.0547 0.0080 3.8111 0.56
H -3.4646 2.1440 0.0042 0.36
H -3.3677 3.1838 1.9858 0.38
C 1.8321 1.6028 -2.2229 -1.19
P 1.6039 0.1063 -1.1948 0.72
C 2.9339 -1.0152 -1.7457 -1.19
C 2.0590 0.6161 0.4818 0.96
C 2.6428 -0.3074 1.3469 -0.49
C 2.8883 0.0346 2.6627 -0.74
C 2.5280 1.2869 3.1356 -0.59
C 1.9223 2.1999 2.2842 -0.56
C 1.6880 1.8687 0.9630 -0.67
H 1.1004 2.3600 -1.9551 0.37
H 1.6893 1.3371 -3.2696 0.43
H 2.8390 1.9927 -2.0722 0.43
H 3.9019 -0.6226 -1.4295 0.47
H 2.8963 -1.0866 -2.8322 0.44
H 2.7798 -2.0066 -1.3225 0.38
H 2.8935 -1.2954 0.9920 0.29
H 3.3488 -0.6813 3.3261 0.42
H 2.7056 1.5482 4.1684 0.45
H 1.6284 3.1711 2.6542 0.45
H 1.1949 2.5766 0.3132 0.22
```

## Properties
net charge: +1
E_HOMO (spin up / spin down): -10.53 / -10.53 eV
Kohn-Sham gap (spin up / spin down): 0.159 / 0.159 hartree
energy above the lowest of the compared OMol25 structures with the same formula, charge and spin: 0.0 kcal/mol


This record from the Open Molecules 2025 dataset describes C21H15BBr2F4N4O6Ti as an isolated structure. The level of theory is the ωB97M-V functional and the def2-TZVPD basis.

```
54
Properties=species:S:1:pos:R:3:mulliken_charge:R:1
Ti -0.6765 -0.7731 0.9511 0.38
O 0.4687 -1.7128 -0.2692 0.45
C 0.5807 -1.9172 -1.5591 0.38
C 1.6688 -2.6656 -2.0376 -1.16
C 1.8503 -2.8899 -3.3848 -0.46
C 0.9468 -2.3712 -4.3117 -0.90
C -0.1334 -1.6442 -3.8558 -0.82
C -0.3444 -1.4141 -2.4952 0.93
C -1.5161 -0.6895 -2.0352 0.05
N -1.7925 -0.3022 -0.8009 1.16
C -3.0188 0.3256 -0.8259 -0.84
C -3.4988 0.3058 -2.0925 -1.02
N -2.5310 -0.3148 -2.8479 -0.07
H 2.3626 -3.0543 -1.3030 0.41
H 2.7012 -3.4685 -3.7237 0.40
H 1.0880 -2.5344 -5.3720 0.38
H -0.8228 -1.2398 -4.5889 0.31
H -3.4773 0.6907 0.0762 0.54
H -4.4234 0.6552 -2.5138 0.43
H -2.6050 -0.5566 -3.8176 0.18
O 4.9536 -1.6426 4.0789 -0.56
C 3.7518 -1.4512 3.4817 1.17
C 3.3604 -0.2303 2.9477 -0.87
C 2.1167 -0.1401 2.3606 -0.56
N 1.2634 -1.1676 2.2776 0.23
C 1.6572 -2.3224 2.7925 -0.13
Br 0.4718 -3.7793 2.6717 -0.10
C 2.8809 -2.5238 3.4066 -0.59
H 5.4553 -0.8210 4.0543 0.29
H 4.0071 0.6382 2.9783 0.32
H 1.7753 0.7894 1.9311 0.46
H 3.1530 -3.4867 3.8112 0.46
O -3.4180 0.2260 2.6884 -0.69
N -2.4189 -0.1914 2.1726 0.62
O -1.4910 -0.6909 2.8887 -0.48
F -4.0510 -2.4493 0.3554 -0.39
B -2.9180 -3.2252 0.1486 0.49
F -1.8210 -2.6055 0.9255 -0.14
F -2.5415 -3.2203 -1.1945 -0.35
F -3.0606 -4.5136 0.6295 -0.36
Br 2.9647 3.6095 0.1853 -0.19
C 1.1680 4.2188 0.0814 0.20
C 0.9615 5.5851 -0.0246 -0.55
C -0.3324 6.0831 -0.0648 -0.45
C -1.4067 5.2099 0.0252 -0.70
C -1.1819 3.8491 0.1511 -0.28
C 0.1081 3.3263 0.1624 0.03
C 0.2772 1.8304 0.2407 1.10
O -0.3571 1.2734 1.2103 -0.69
O 0.9574 1.2457 -0.5925 -0.54
H 1.8124 6.2509 -0.0710 0.39
H -0.4947 7.1493 -0.1552 0.35
H -2.4203 5.5895 0.0077 0.39
H -2.0100 3.1575 0.2454 0.41
```

## Properties
net charge: -1
E_HOMO (spin up / spin down): -4.91 / -5.25 eV
Kohn-Sham gap (spin up / spin down): 0.256 / 0.268 hartree
energy above the lowest of the compared OMol25 structures with the same formula, charge and spin: 5.7 kcal/mol
multiplicity: 2


This record from the Open Molecules 2025 dataset describes C21H15BF4IIrN3 as an isolated structure. The level of theory is the ωB97M-V functional and the def2-TZVPD basis.

```
46
Properties=species:S:1:pos:R:3:mulliken_charge:R:1
Ir 0.8584 0.3167 -0.5688 1.04
I 0.8459 2.8568 -0.5513 0.20
C 0.6046 3.0056 -2.6160 0.66
C 0.5344 4.1877 -3.2925 -0.60
C 0.3090 4.1412 -4.6833 -0.57
C 0.1505 2.9395 -5.3194 -0.90
C 0.2289 1.7219 -4.6041 0.55
C 0.0762 0.4620 -5.2344 -0.58
C 0.1767 -0.7125 -4.5301 -1.14
C 0.4693 -0.6783 -3.1597 -0.27
C 0.5881 0.5242 -2.4852 0.57
C 0.4726 1.7534 -3.2119 0.19
H 0.6450 5.1403 -2.7918 0.41
H 0.2555 5.0666 -5.2391 0.42
H -0.0361 2.9117 -6.3852 0.43
H -0.1119 0.4345 -6.3009 0.43
H 0.0645 -1.6623 -5.0337 0.41
H 0.6097 -1.6177 -2.6307 0.44
F 4.6192 -0.6375 2.0976 -0.19
B 3.5044 -0.1626 2.5892 0.66
F 2.5066 0.1407 0.4012 -0.73
F 3.3366 1.1106 2.8709 -0.20
F 2.5229 -1.0164 2.9223 -0.21
C 0.8061 -3.5828 1.3961 -0.88
C 1.1553 -2.3384 0.8159 -0.09
N 0.3165 -1.3339 0.6998 -0.24
C -0.9443 -1.4062 1.3239 -0.08
C -1.3540 -2.7040 1.8804 0.22
C -0.4711 -3.7717 1.8808 -0.48
C -2.6367 -2.7155 2.5317 -0.85
C -3.0360 -1.6033 3.1713 -0.97
C -2.1268 -0.4734 3.3289 1.38
C -2.3357 0.5368 4.2473 -0.78
C -1.3644 1.5269 4.3503 -0.32
N -0.2516 1.5175 3.6178 -0.43
C -0.1004 0.5447 2.7493 0.02
N -1.0005 -0.4313 2.5780 0.23
H 1.5481 -4.3677 1.4319 0.49
H 2.1485 -2.1838 0.4109 0.58
H -1.7155 -0.9300 0.7146 0.37
H -0.7724 -4.7269 2.2920 0.52
H -3.2235 -3.6259 2.5642 0.51
H -3.9718 -1.5651 3.7118 0.44
H -3.2239 0.5473 4.8624 0.45
H -1.4770 2.3506 5.0447 0.45
H 0.7999 0.5101 2.1526 0.45
```

## Properties
net charge: +2
E_HOMO (spin up / spin down): -14.23 / -14.23 eV
Kohn-Sham gap (spin up / spin down): 0.246 / 0.196 hartree
energy above the lowest of the compared OMol25 structures with the same formula, charge and spin: 0.0 kcal/mol
multiplicity: 2


This record from the Open Molecules 2025 dataset describes C21H15BrClIrN5O6 as an isolated structure. The level of theory is the ωB97M-V functional and the def2-TZVPD basis.

```
50
Properties=species:S:1:pos:R:3:mulliken_charge:R:1
Ir -0.7539 1.5542 -0.7215 0.63
N -1.0068 1.5448 3.5650 0.12
C -1.3184 1.7080 2.2757 -0.04
N -0.4484 1.5586 1.3194 -0.34
C 0.8667 1.1969 1.6128 0.49
N 1.6460 0.8668 0.6031 -1.31
N 1.0945 0.9586 -0.5633 0.85
C 1.6564 0.4805 -1.7049 -0.63
C 0.9082 0.6861 -2.8632 0.98
C 1.2850 0.2614 -4.1623 -0.97
C 0.5101 0.6203 -5.2328 -0.23
C -0.6251 1.4187 -5.0333 -0.81
C -0.9836 1.7660 -3.7407 0.24
N -0.2715 1.3842 -2.6934 0.16
C 1.2883 1.1506 2.9825 0.61
C 2.6177 0.9765 3.3669 -0.28
C 2.9349 0.9007 4.7103 -0.77
C 1.9428 0.9839 5.6856 -0.44
C 0.6221 1.1901 5.3256 -0.93
C 0.2923 1.2889 3.9790 0.13
H -1.7279 1.6426 4.2715 0.29
H -2.3375 1.9752 2.0183 0.49
H 2.6093 -0.0282 -1.6826 0.44
H 2.1802 -0.3276 -4.2769 0.45
H 0.7676 0.2935 -6.2267 0.47
H -1.2258 1.7524 -5.8625 0.42
H -1.8685 2.3618 -3.5475 0.40
H 3.3726 0.9142 2.6004 0.51
H 3.9633 0.7807 5.0118 0.43
H 2.2021 0.9106 6.7313 0.43
H -0.1440 1.2958 6.0802 0.40
O -3.2307 4.3509 -1.8544 -0.57
Cl -2.6305 3.7643 -0.7454 1.86
O -3.1535 4.1713 0.4867 -0.59
O -2.7823 2.2989 -0.8355 -0.73
O -1.2030 3.9609 -0.7687 -0.61
Br -0.2309 -4.7944 -4.0473 -0.20
C -0.3540 -4.4847 -2.1760 -0.08
C -0.3700 -5.5550 -1.2904 -0.43
C -0.4525 -5.3071 0.0684 -0.53
C -0.5350 -4.0061 0.5452 -0.52
C -0.5580 -2.9548 -0.3609 0.60
C -0.4493 -3.1784 -1.7238 -0.47
C -0.7221 -1.5098 0.1116 0.67
O -0.4299 -1.2277 1.2670 -0.64
O -1.1301 -0.7491 -0.7992 -0.71
H -0.3208 -6.5672 -1.6597 0.42
H -0.4458 -6.1351 0.7608 0.40
H -0.5840 -3.7968 1.6027 0.46
H -0.4666 -2.3457 -2.4089 0.50
```

## Properties
net charge: +1
E_HOMO (spin up / spin down): -11.13 / -11.13 eV
Kohn-Sham gap (spin up / spin down): 0.222 / 0.222 hartree


This record from the Open Molecules 2025 dataset describes C21H15CeF5NOS as an isolated structure. The level of theory is the ωB97M-V functional and the def2-TZVPD basis.

```
45
Properties=species:S:1:pos:R:3:mulliken_charge:R:1
Ce -0.6883 1.6535 0.1648 1.39
O -1.4055 -0.4509 0.9399 -0.72
N -0.4107 -1.1066 0.2282 1.04
C -0.1135 -2.4911 0.6464 -0.49
C 0.8569 -3.1945 0.0730 -0.77
C 1.8228 -2.8130 -0.9841 -0.46
C 1.9214 -1.6351 -1.6086 -1.06
C 0.9767 -0.4998 -1.3083 1.84
S 1.2027 1.1162 -2.0975 -0.31
H -0.7503 -2.8469 1.4435 0.51
H 0.9686 -4.1991 0.4610 0.50
H 2.5409 -3.5820 -1.2387 0.50
H 2.7117 -1.4615 -2.3307 0.49
C -3.0928 1.5660 -3.5157 -0.70
C -3.3890 1.3545 -2.1844 -0.60
C -2.6380 0.4516 -1.4228 -0.15
C -1.5299 -0.1951 -1.9892 -0.46
C -1.2832 -0.0097 -3.3521 -0.55
C -2.0647 0.8400 -4.1090 -0.66
C -0.5071 -1.0672 -1.3004 -0.22
C 0.8307 -0.2234 0.1768 -0.31
C 1.8396 -0.3784 1.2214 0.10
C 3.1910 -0.2148 0.9212 -0.32
C 4.1374 -0.2970 1.9293 -0.92
C 3.7455 -0.5290 3.2428 -0.40
C 2.3973 -0.6662 3.5544 -1.08
C 1.4457 -0.5788 2.5527 -0.21
H -3.6829 2.2596 -4.1002 0.44
H -4.2415 1.8442 -1.7316 0.49
H -3.0039 0.1629 -0.4494 0.79
H -0.4761 -0.5552 -3.8243 0.41
H -1.8503 0.9600 -5.1630 0.43
H -0.5940 -2.0790 -1.6793 0.68
H 3.4989 -0.0149 -0.0985 0.42
H 5.1855 -0.1800 1.6888 0.44
H 4.4903 -0.5937 4.0255 0.43
H 2.0898 -0.8343 4.5781 0.43
H 0.3947 -0.6828 2.7976 0.44
F -2.5730 3.3200 0.2234 -0.24
C -1.6420 3.6088 1.3078 -0.08
F -1.7735 4.8665 1.6437 -0.22
C -2.0921 2.6310 2.4347 0.78
F -2.8552 1.6379 1.9137 -0.17
F -2.6531 3.1428 3.4942 -0.22
F -0.9375 1.9643 2.8249 -0.22
```

## Properties
net charge: +1
E_HOMO (spin up / spin down): -11.41 / -11.41 eV
Kohn-Sham gap (spin up / spin down): 0.230 / 0.229 hartree
energy above the lowest of the compared OMol25 structures with the same formula, charge and spin: 71.9 kcal/mol


Calculated total energy, -11937.63282, -4197.62871, -7902.01723, -1799.37889, -4672.54640, -2311.44337 Eh (same order as the records).